The following is a quantum chemistry calculation of a 3-piece molecular cluster, C4H10O3 overall in a non-equilibrium geometry, from the Open Molecules 2025 dataset.

Summary:
Calculated total energy: -383.9614 a.u.
Energy relative to the best compared isomer or geometry (same formula, charge and spin): 5.121 eV
SMILES: C=C/C=C/O.O.O
HOMO-LUMO gap: 0.3027 hartree
Max |F|: 4.90 eV Å⁻¹

Structure (ORCA input):
```
! RIJCOSX wB97M-V def2-TZVPD def2/J DEFGRID3
* xyz 0 1
O 2.3916 -0.7573 -2.0940
O 0.9361 -1.0271 0.2126
O -0.9280 -2.9062 -1.4024
C -1.0058 1.9455 0.8539
C -0.2525 -0.4127 0.8986
C -0.4521 2.4910 1.9751
C -0.9468 0.5525 0.2179
H 1.8534 -0.3925 -2.8352
H -0.9312 3.1754 2.6798
H 2.0608 -1.6382 -1.9187
H -1.9010 2.4041 0.4075
H -0.5985 -2.3448 -0.7113
H -0.4363 -2.5317 -2.1498
H 1.5090 -0.2677 -0.1473
H 0.1826 1.7382 2.7255
H -1.3816 0.2448 -0.7628
H -0.0998 -0.2733 2.0506
*
```